C23H64O9 | ωB97M-V/def2-TZVPD

Properties
- HOMO level: -0.3390 Ha
- Energy above the lowest of the compared OMol25 structures with the same formula, charge and spin: 8.721 eV
- SMILES string: CC(C)O.CC(C)O.CC(C)O.CC(C)O.CC(C)O.CC(C)O.CC(C)O.CO.CO
- LUMO energy: 0.20 eV
- Orbital gap: 0.34639 Eh
- Total energy: -43307.2042 eV

Last columns: bonded neighbours and bond lengths (Å).
Cartesian coordinates (Å):
1 O -5.168 10.529 23.896  C11 1.277, H46 0.978
2 O -2.877 10.478 25.189  C18 1.276, H76 0.993
3 O 0.173 15.523 21.485  C27 1.280, H86 0.945
4 O -0.815 12.437 24.483  C14 1.225, H65 0.985
5 O -8.019 14.614 23.988  C29 1.360, H68 0.935
6 O -6.926 12.180 18.868  C13 1.221, H34 0.940
7 O -0.749 12.587 21.676  C28 1.252, H35 0.935
8 O -5.301 13.237 23.734  C24 1.454, H55 0.951
9 O -4.765 17.904 20.062  C23 1.285, H94 0.973
10 C -1.076 10.509 20.755  C28 1.482, H42 1.117, H48 1.091, H60 1.095
11 C -6.142 9.903 24.433  O1 1.277, C12 1.558, C31 1.551, H39 1.148
12 C -6.735 10.462 25.762  C11 1.558, H59 1.095, H67 1.094, H89 1.104
13 C -6.134 12.628 19.683  O6 1.221, C16 1.537, C32 1.522, H49 1.093
14 C 0.284 11.970 24.752  O4 1.225, C22 1.537, C30 1.497, H72 1.195
15 C 1.239 16.338 23.488  C27 1.553, H50 1.095, H63 1.109, H91 1.040
16 C -6.691 13.895 20.352  C13 1.537, H47 1.065, H71 1.039, H90 1.039
17 C -2.396 8.420 24.263  C18 1.501, H38 1.135, H66 1.095, H82 1.098
18 C -2.467 9.304 25.474  O2 1.276, C17 1.501, C21 1.587, H87 1.070
19 C -4.653 16.245 21.714  C23 1.516, H52 1.049, H57 1.084, H78 1.157
20 C -2.738 11.670 22.124  C28 1.496, H44 1.063, H77 1.046, H92 1.071
21 C -3.167 8.563 26.690  C18 1.587, H37 1.083, H40 1.130, H74 1.149
22 C 0.638 10.778 23.849  C14 1.537, H45 1.070, H51 1.107, H56 1.133
23 C -5.284 17.512 21.169  O9 1.285, C19 1.516, C25 1.532, H33 1.098
24 C -4.237 13.623 24.647  O8 1.454, H53 1.119, H81 1.155, H84 1.049
25 C -5.533 18.694 22.112  C23 1.532, H43 1.099, H79 1.125, H96 1.114
26 C -1.149 15.595 23.312  C27 1.575, H54 1.134, H61 1.125, H75 1.063
27 C 0.300 15.348 22.746  O3 1.280, C15 1.553, C26 1.575, H88 1.074
28 C -1.605 11.833 21.160  O7 1.252, C10 1.482, C20 1.496, H73 1.153
29 C -8.488 13.416 23.547  O5 1.360, H64 1.117, H85 1.084, H95 1.087
30 C 0.308 11.671 26.219  C14 1.497, H36 1.114, H58 1.083, H83 1.081
31 C -7.224 9.886 23.322  C11 1.551, H62 1.057, H70 1.084, H80 1.034
32 C -4.653 12.714 19.344  C13 1.522, H41 1.041, H69 1.050, H93 1.081
33 H -6.283 17.236 20.808  C23 1.098
34 H -7.572 11.645 19.293  O6 0.940
35 H -0.158 12.894 21.021  O7 0.935
36 H -0.324 12.348 26.838  C30 1.114
37 H -3.050 9.072 27.639  C21 1.083
38 H -3.461 8.101 24.033  C17 1.135
39 H -5.767 8.825 24.553  C11 1.148
40 H -4.222 8.428 26.309  C21 1.130
41 H -4.523 13.524 18.704  C32 1.041
42 H -0.307 10.617 19.951  C10 1.117
43 H -6.119 18.422 23.000  C25 1.099
44 H -3.147 12.645 22.232  C20 1.063
45 H 1.624 10.512 24.169  C22 1.070
46 H -4.319 10.187 24.240  O1 0.978
47 H -6.683 14.735 19.698  C16 1.065
48 H -1.701 9.706 20.365  C10 1.091
49 H -6.187 12.011 20.584  C13 1.093
50 H 1.337 15.955 24.509  C15 1.095
51 H -0.089 9.943 23.834  C22 1.107
52 H -5.425 15.986 22.374  C19 1.049
53 H -3.999 14.685 24.390  C24 1.119
54 H -1.050 15.317 24.407  C26 1.134
55 H -5.400 12.292 23.768  O8 0.951
56 H 0.864 11.110 22.790  C22 1.133
57 H -3.752 16.300 22.314  C19 1.084
58 H -0.094 10.677 26.367  C30 1.083
59 H -7.133 11.465 25.574  C12 1.095
60 H -0.689 9.876 21.561  C10 1.095
61 H -1.652 16.600 23.266  C26 1.125
62 H -7.709 10.825 23.339  C31 1.057
63 H 2.227 16.335 22.985  C15 1.109
64 H -9.446 13.626 23.013  C29 1.117
65 H -0.886 12.670 23.529  O4 0.985
66 H -1.845 7.487 24.417  C17 1.095
67 H -7.623 9.872 26.007  C12 1.094
68 H -7.100 14.441 23.971  O5 0.935
69 H -4.312 11.804 18.946  C32 1.050
70 H -7.994 9.173 23.597  C31 1.084
71 H -7.699 13.771 20.572  C16 1.039
72 H 1.124 12.746 24.408  C14 1.195
73 H -2.036 12.457 20.291  C28 1.153
74 H -2.815 7.470 26.722  C21 1.149
75 H -1.871 14.895 22.966  C26 1.063
76 H -2.191 11.197 25.199  O2 0.993
77 H -3.488 11.004 21.831  C20 1.046
78 H -4.638 15.358 20.972  C19 1.157
79 H -4.640 19.362 22.260  C25 1.125
80 H -6.978 9.662 22.343  C31 1.034
81 H -4.434 13.622 25.785  C24 1.155
82 H -2.125 8.940 23.334  C17 1.098
83 H 1.337 11.587 26.541  C30 1.081
84 H -3.359 13.065 24.510  C24 1.049
85 H -8.772 12.643 24.252  C29 1.084
86 H 0.832 15.054 20.997  O3 0.945
87 H -1.426 9.392 25.705  C18 1.070
88 H 0.600 14.365 23.059  C27 1.074
89 H -5.988 10.482 26.574  C12 1.104
90 H -6.242 13.993 21.284  C16 1.039
91 H 0.840 17.298 23.458  C15 1.040
92 H -2.487 11.325 23.106  C20 1.071
93 H -4.183 13.083 20.245  C32 1.081
94 H -5.447 18.357 19.536  O9 0.973
95 H -7.817 13.174 22.727  C29 1.087
96 H -6.277 19.365 21.625  C25 1.114

---

C23H66BIO16S | ωB97M-V/def2-TZVPD

Properties
- HOMO level: -0.3344 Ha
- SMILES string: CCCCCC[C@]1(B(C)O)OS(=O)(=O)O[C@@]1(I)CCCCO.CO.CO.CO.CO.CO.CO.CO.CO.CO.CO
- LUMO energy: 0.21 eV
- Orbital gap: 0.34210 Eh
- Total energy: -77289.4366 eV

Last columns: bonded neighbours and bond lengths (Å).
Cartesian coordinates (Å):
1 I -0.653 1.062 2.043  C28 2.217
2 S 0.651 4.208 2.018  O3 1.416, O5 1.589, O6 1.615, O13 1.420
3 O 1.361 3.455 2.983  S2 1.416
4 O 1.689 -1.724 -3.146  C25 1.429, H93 0.960
5 O 0.882 3.594 0.571  S2 1.589, C41 1.472
6 O -0.943 3.957 2.043  S2 1.615, C28 1.442
7 O 7.414 0.251 -1.550  C37 1.432, H81 0.961
8 O -7.247 -1.257 4.150  C39 1.427, H97 0.961
9 O -6.211 0.334 1.621  C20 1.441, H95 0.955
10 O 11.033 -1.446 -2.483  C34 1.426, H90 0.960
11 O 0.303 -5.069 -0.245  C22 1.429, H92 0.960
12 O -5.645 -0.126 6.893  C36 1.421, H75 0.961
13 O 0.855 5.614 2.053  S2 1.420
14 O -6.816 -1.161 -2.149  C38 1.424, H55 0.960
15 O 1.675 -8.712 -1.939  C40 1.425, H88 0.960
16 O -1.184 4.587 -2.194  B42 1.376, H91 0.960
17 O 6.148 -0.283 -4.212  C35 1.421, H83 0.965
18 O -4.325 3.192 3.847  C19 1.425, H60 0.960
19 C -5.540 2.473 4.045  O18 1.425, H51 1.085, H54 1.093, H64 1.094
20 C -5.748 0.558 0.275  O9 1.441, C31 1.520, H48 1.084, H52 1.089
21 C -0.259 2.234 -1.136  C24 1.550, C41 1.524, H96 1.086, H106 1.088
22 C 1.486 -5.868 -0.180  O11 1.429, H74 1.088, H84 1.092, H108 1.088
23 C 3.440 1.659 -1.052  C26 1.528, C30 1.547, H50 1.089, H98 1.090
24 C 1.092 2.283 -1.893  C21 1.550, C30 1.537, H44 1.090, H105 1.089
25 C 1.047 -2.484 -2.120  O4 1.429, H49 1.091, H66 1.087, H104 1.093
26 C 4.019 0.854 0.110  C23 1.528, C32 1.531, H58 1.091, H102 1.091
27 C -3.576 1.666 0.861  C29 1.519, C31 1.542, H85 1.086, H100 1.089
28 C -1.287 2.950 1.069  I1 2.217, O6 1.442, C29 1.524, C41 1.521
29 C -2.774 2.949 0.733  C27 1.519, C28 1.524, H57 1.092, H94 1.093
30 C 2.046 1.148 -1.488  C23 1.547, C24 1.537, H68 1.087, H73 1.090
31 C -4.980 1.869 0.256  C20 1.520, C27 1.542, H78 1.088, H79 1.092
32 C 5.213 1.592 0.723  C26 1.531, H46 1.089, H53 1.089, H71 1.088
33 C -0.963 6.139 -0.214  B42 1.565, H86 1.094, H87 1.087, H107 1.085
34 C 11.075 -0.957 -3.822  O10 1.426, H80 1.087, H89 1.092, H103 1.093
35 C 5.083 -1.222 -4.160  O17 1.421, H47 1.088, H99 1.095, H101 1.093
36 C -6.374 -0.634 8.002  O12 1.421, H69 1.087, H72 1.093, H82 1.094
37 C 8.155 -0.639 -0.707  O7 1.432, H43 1.092, H70 1.087, H76 1.090
38 C -5.876 -2.230 -2.185  O14 1.424, H56 1.087, H63 1.093, H77 1.093
39 C -8.420 -0.564 4.576  O8 1.427, H59 1.094, H65 1.087, H67 1.092
40 C 2.094 -8.359 -3.254  O15 1.425, H45 1.093, H61 1.087, H62 1.093
41 C -0.403 3.345 -0.103  O5 1.472, C21 1.524, C28 1.521, B42 1.635
42 B -0.852 4.720 -0.865  O16 1.376, C33 1.565, C41 1.635
43 H 8.486 -0.118 0.194  C37 1.092
44 H 0.851 2.219 -2.954  C24 1.090
45 H 1.463 -8.833 -4.011  C40 1.093
46 H 5.871 1.882 -0.095  C32 1.089
47 H 4.599 -1.224 -5.135  C35 1.088
48 H -6.604 0.582 -0.389  C20 1.084
49 H 1.209 -3.553 -2.263  C25 1.091
50 H 4.116 1.592 -1.903  C23 1.089
51 H -6.099 2.518 3.116  C19 1.085
52 H -5.112 -0.279 -0.011  C20 1.089
53 H 5.774 0.953 1.402  C32 1.089
54 H -6.137 2.914 4.848  C19 1.093
55 H -7.696 -1.544 -2.187  O14 0.960
56 H -4.882 -1.792 -2.143  C38 1.087
57 H -3.230 3.699 1.383  C29 1.092
58 H 3.255 0.705 0.874  C26 1.091
59 H -8.170 0.400 5.030  C39 1.094
60 H -3.817 3.150 4.661  O18 0.960
61 H 2.002 -7.280 -3.348  C40 1.087
62 H 3.135 -8.640 -3.427  C40 1.093
63 H -5.967 -2.807 -3.108  C38 1.093
64 H -5.330 1.425 4.279  C19 1.094
65 H -8.913 -1.187 5.318  C39 1.087
66 H 1.474 -2.187 -1.166  C25 1.087
67 H -9.102 -0.398 3.740  C39 1.092
68 H 2.129 0.468 -2.332  C30 1.087
69 H -5.803 -0.409 8.900  C36 1.087
70 H 7.494 -1.455 -0.425  C37 1.087
71 H 4.894 2.489 1.251  C32 1.088
72 H -6.502 -1.717 7.929  C36 1.093
73 H 1.654 0.569 -0.652  C30 1.090
74 H 2.336 -5.190 -0.143  C22 1.088
75 H -6.149 -0.325 6.099  O12 0.961
76 H 9.018 -1.038 -1.241  C37 1.090
77 H -6.004 -2.899 -1.329  C38 1.093
78 H -5.547 2.590 0.841  C31 1.088
79 H -4.860 2.182 -0.783  C31 1.092
80 H 10.384 -0.120 -3.886  C34 1.087
81 H 7.999 0.972 -1.793  O7 0.961
82 H -7.357 -0.160 8.084  C36 1.094
83 H 6.578 -0.282 -3.348  O17 0.965
84 H 1.486 -6.487 0.720  C22 1.092
85 H -3.727 1.398 1.903  C27 1.086
86 H 0.053 6.486 -0.006  C33 1.094
87 H -1.401 6.856 -0.904  C33 1.087
88 H 1.756 -9.664 -1.851  O15 0.960
89 H 10.763 -1.725 -4.533  C34 1.092
90 H 11.640 -2.187 -2.424  O10 0.960
91 H -0.725 5.237 -2.731  O16 0.960
92 H -0.448 -5.667 -0.275  O11 0.960
93 H 1.307 -1.988 -3.986  O4 0.960
94 H -2.911 3.311 -0.289  C29 1.093
95 H -5.779 -0.444 1.968  O9 0.955
96 H -1.100 2.265 -1.824  C21 1.086
97 H -6.814 -0.701 3.497  O8 0.961
98 H 3.329 2.685 -0.700  C23 1.090
99 H 5.452 -2.232 -3.952  C35 1.095
100 H -3.127 0.849 0.299  C27 1.089
101 H 4.342 -0.948 -3.405  C35 1.093
102 H 4.367 -0.116 -0.250  C26 1.091
103 H 12.078 -0.610 -4.084  C34 1.093
104 H -0.027 -2.282 -2.105  C25 1.093
105 H 1.572 3.251 -1.762  C24 1.089
106 H -0.310 1.265 -0.645  C21 1.088
107 H -1.472 6.129 0.745  C33 1.085
108 H 1.570 -6.510 -1.054  C22 1.088

---

Which of these has the lowest LUMO energy? C23H64O9

---

What is the orbital gap in the first record? 0.34639 Eh

---

The lowest LUMO energy belongs to which entry? C23H64O9

---

The lowest orbital gap belongs to which entry? C23H66BIO16S